No. 1
{
  "formula": "C3H3Cl2FO",
  "method": "ωB97M-V/def2-TZVPD",
  "charge": 0,
  "energy_ha": -1211.425211,
  "elements": ["C", "C", "C", "O", "F", "Cl", "Cl", "H", "H", "H"],
  "coordinates": [[-0.6225, -0.3733, -0.6734], [2.7755, -0.3121, 0.2420], [-1.4252, 0.1776, 0.4940], [0.5366, -0.4613, -0.6986], [2.4404, 0.6879, 1.0204], [-2.4756, -1.1770, 1.0410], [-2.0896, 1.6267, -0.2572], [-1.1843, -0.7752, -1.6749], [2.6887, 0.1702, -0.6894], [-0.6439, 0.4365, 1.1961]]
}

***

No. 2
{
  "formula": "C5H7FO4Rb",
  "method": "ωB97M-V/def2-TZVPD",
  "charge": 0,
  "spin_multiplicity": 2,
  "energy_ha": -619.541174,
  "elements": ["Rb", "O", "C", "O", "O", "C", "H", "H", "C", "H", "H", "F", "O", "C", "C", "H", "H", "H"],
  "coordinates": [[-0.2182, -7.6268, 2.3797], [0.0485, -4.8837, -0.2486], [-0.0657, -3.7845, 0.3463], [-0.1099, -3.6783, 1.5958], [-0.0308, -2.6834, -0.4260], [0.0430, -1.4211, 0.2223], [-0.8518, -1.2623, 0.8415], [0.9275, -1.3815, 0.8758], [0.1339, -0.3686, -0.8531], [1.0573, -0.4323, -1.4412], [-0.7589, -0.3383, -1.4915], [0.1951, 1.0872, -0.2353], [0.9466, 3.9027, 1.3276], [0.3673, 3.6798, 0.3178], [-0.2957, 4.6362, -0.6192], [-1.3357, 4.3152, -0.7731], [0.2112, 4.5776, -1.5923], [-0.2639, 5.6621, -0.2267]]
}

***

No. 3
{
  "formula": "C6H9CoF6N2O7S4",
  "method": "ωB97M-V/def2-TZVPD",
  "charge": -2,
  "spin_multiplicity": 5,
  "energy_ha": -4445.003994,
  "elements": ["Co", "F", "C", "F", "F", "S", "O", "O", "N", "S", "O", "O", "C", "F", "F", "F", "C", "C", "C", "C", "N", "H", "H", "H", "H", "H", "H", "H", "H", "H", "O", "S", "O", "O", "S"],
  "coordinates": [[0.6655, -1.2401, 0.5998], [2.8576, 3.6432, 1.2372], [1.7032, 3.4584, 1.8882], [1.6818, 4.3050, 2.9249], [0.7099, 3.7957, 1.0657], [1.5857, 1.7028, 2.4509], [1.6012, 0.9451, 1.2296], [2.6780, 1.5902, 3.3671], [0.2039, 1.7448, 3.2065], [-1.0208, 0.8072, 2.9107], [-0.7016, -0.4374, 2.2644], [-1.8848, 0.7823, 4.0511], [-2.0133, 1.7304, 1.6561], [-2.3370, 2.9488, 2.1217], [-1.3578, 1.8847, 0.5157], [-3.1508, 1.0748, 1.4107], [-1.8722, -1.2666, -2.4285], [-0.4737, -0.6522, -2.2390], [-0.4553, 0.7685, -2.8251], [0.5638, -1.5244, -2.9679], [-0.1505, -0.5774, -0.8624], [-2.1408, -1.3468, -3.4888], [-2.6158, -0.6517, -1.9188], [-1.8868, -2.2600, -1.9791], [-0.6992, 0.7478, -3.8923], [0.5330, 1.2121, -2.6940], [-1.1836, 1.3983, -2.3103], [0.3147, -1.6352, -4.0303], [0.6078, -2.5086, -2.4994], [1.5513, -1.0689, -2.8776], [2.1494, -4.6000, -0.2628], [1.2814, -4.0325, 0.7590], [0.8439, -4.9928, 1.7591], [0.1333, -3.2784, 0.1536], [2.2786, -2.4668, 1.7047]]
}

***

No. 4
{
  "formula": "C2H13NO3",
  "method": "ωB97M-V/def2-TZVPD",
  "charge": 0,
  "energy_ha": -364.431376,
  "smiles": "CNC.O.O.O",
  "elements": ["C", "N", "C", "H", "H", "H", "H", "H", "H", "H", "O", "H", "H", "O", "H", "H", "O", "H", "H"],
  "coordinates": [[0.3750, -1.9477, 0.1325], [0.6963, -0.9746, 1.2206], [-0.4814, -0.4554, 1.9796], [0.0949, -2.9286, 0.4980], [1.0903, -2.1020, -0.6749], [-0.4892, -1.5457, -0.4538], [1.3018, -1.3961, 1.9487], [-1.3762, -1.1833, 1.9320], [0.0263, -0.0227, 2.8365], [-0.7281, 0.5008, 1.4886], [-0.2349, 1.7206, -1.4940], [0.2114, 1.9581, -2.3107], [0.3713, 1.8536, -0.7587], [2.0616, 1.2926, 0.6592], [2.0249, 1.9556, 1.3379], [1.6415, 0.4973, 1.0749], [-2.2468, -0.1228, -2.2204], [-3.1005, -0.1896, -1.7462], [-1.9440, 0.7207, -1.9471]]
}

***

No. 5
{
  "formula": "C54H60BF2N7O17PSi",
  "method": "ωB97M-V/def2-TZVPD",
  "charge": -1,
  "energy_ha": -4610.985837,
  "elements": ["C", "C", "C", "O", "P", "B", "O", "O", "C", "F", "F", "C", "C", "Si", "C", "C", "C", "C", "C", "C", "C", "C", "O", "C", "N", "C", "C", "C", "O", "H", "H", "H", "H", "H", "H", "H", "H", "H", "H", "H", "H", "H", "H", "H", "H", "H", "H", "H", "H", "H", "H", "H", "H", "H", "H", "H", "H", "H", "H", "C", "C", "C", "C", "C", "C", "N", "O", "O", "H", "H", "H", "H", "H", "C", "C", "C", "C", "C", "C", "N", "O", "O", "H", "H", "H", "H", "H", "C", "C", "C", "C", "C", "C", "N", "O", "O", "H", "H", "H", "H", "H", "C", "C", "C", "C", "C", "C", "N", "O", "O", "H", "H", "H", "H", "H", "C", "C", "C", "C", "C", "C", "N", "O", "O", "H", "H", "H", "H", "H", "C", "C", "C", "C", "C", "C", "N", "O", "O", "H", "H", "H", "H", "H"],
  "coordinates": [[2.2128, 0.7729, 1.9787], [1.6426, 1.6273, 1.0795], [0.0951, 1.8313, 1.2499], [-0.4325, 3.0574, 0.7396], [-2.1574, 2.9895, 0.7661], [-2.3874, 3.3467, 2.6725], [-3.7219, 3.5357, 3.1937], [-1.3243, 3.4837, 3.6311], [-2.4209, 3.1142, -1.1536], [-1.3435, 3.9235, -1.6619], [-2.3147, 1.8740, -1.8322], [-3.7968, 3.8228, -1.5142], [-4.8098, 2.8805, -2.2729], [-5.7686, 1.6294, -1.2001], [-7.4199, 1.3009, -2.1431], [-4.9144, -0.0866, -1.0920], [-6.2668, 2.2522, 0.5267], [-6.0381, 1.3273, 1.6622], [-6.4243, 1.6787, 3.0308], [-7.0571, 2.9711, 3.3482], [-7.2339, 3.8862, 2.2229], [-6.8564, 3.5502, 0.8448], [-2.1835, 1.2490, 0.8630], [-0.8762, 0.7092, 0.6660], [-0.6816, -0.7015, 1.0604], [0.2616, -1.3990, 0.1602], [-1.9398, -1.4426, 0.9154], [-2.8570, -1.7538, 2.1561], [-2.3228, -1.8846, -0.1466], [1.6527, 0.5510, 2.9245], [3.1783, 0.2521, 1.8016], [2.2547, 2.1641, 0.3183], [-0.0073, 1.6604, 2.3693], [-2.1223, 4.4595, 0.6706], [-3.6020, 2.8715, 0.7826], [-3.8710, 4.4943, 3.0667], [-1.3597, 2.6753, 4.1725], [-3.5036, 4.6313, -2.2509], [-4.2428, 4.3617, -0.6416], [-5.5713, 3.5586, -2.7644], [-4.3080, 2.3368, -3.1239], [-7.1502, 0.9178, -3.1700], [-8.0381, 2.2248, -2.2765], [-7.9925, 0.4856, -1.6131], [-5.0266, -0.6294, -2.0708], [-5.4328, -0.7397, -0.3313], [-3.8480, 0.0752, -0.7978], [-5.5662, 0.3281, 1.5364], [-6.2465, 0.9548, 3.8588], [-7.3685, 3.2065, 4.3912], [-7.6782, 4.9008, 2.3987], [-7.0229, 4.2754, 0.0105], [-0.5873, 0.7099, -0.4370], [1.3122, -1.0059, 0.2403], [0.2970, -2.5053, 0.3688], [-0.0080, -1.3007, -0.9343], [-3.9437, -1.7483, 1.8746], [-2.6056, -1.0410, 2.9784], [-2.6177, -2.8135, 2.4637], [8.7578, -0.0751, 3.0109], [8.4581, -1.4043, 3.2874], [7.1738, -1.7612, 3.6690], [6.1959, -0.7819, 3.7664], [6.4859, 0.5494, 3.5003], [7.7747, 0.9014, 3.1214], [4.8312, -1.1626, 4.1432], [4.6148, -2.3398, 4.3844], [3.9924, -0.2841, 4.1865], [9.7613, 0.2004, 2.7068], [9.2272, -2.1634, 3.2016], [6.9529, -2.7995, 3.8817], [5.7252, 1.3161, 3.5798], [8.0120, 1.9369, 2.9074], [6.0104, -6.6331, 0.5721], [7.0052, -7.2299, -0.1934], [8.3057, -6.7479, -0.1417], [8.5988, -5.6705, 0.6837], [7.6100, -5.0639, 1.4459], [6.3112, -5.5491, 1.3874], [9.9781, -5.1746, 0.7595], [10.8150, -5.7196, 0.0625], [10.2111, -4.2479, 1.5175], [4.9965, -7.0153, 0.5340], [6.7665, -8.0740, -0.8290], [9.0732, -7.2195, -0.7417], [7.8332, -4.2212, 2.0873], [5.5326, -5.0844, 1.9807], [-3.6213, 0.3025, -7.6796], [-4.7491, 0.5894, -8.4443], [-6.0183, 0.3520, -7.9309], [-6.1423, -0.1680, -6.6507], [-5.0228, -0.4647, -5.8860], [-3.7587, -0.2285, -6.4026], [-7.4709, -0.3990, -6.0759], [-8.4494, -0.1495, -6.7602], [-7.5052, -0.8186, -4.9351], [-2.6330, 0.4940, -8.0807], [-4.6376, 1.0018, -9.4401], [-6.8893, 0.5794, -8.5320], [-5.1197, -0.8749, -4.8888], [-2.8862, -0.4546, -5.8122], [-2.3777, -5.6671, 4.1857], [-2.7564, -6.8281, 3.5230], [-1.7915, -7.6522, 2.9607], [-0.4515, -7.3046, 3.0729], [-0.0648, -6.1426, 3.7270], [-1.0353, -5.3223, 4.2843], [0.5726, -8.1857, 2.5013], [0.1979, -9.1877, 1.9179], [1.7404, -7.8679, 2.6457], [-3.1329, -5.0276, 4.6289], [-3.8042, -7.0921, 3.4473], [-2.0955, -8.5545, 2.4461], [0.9785, -5.8669, 3.8117], [-0.7461, -4.4144, 4.7996], [3.0329, 6.5048, 2.9608], [2.6570, 5.3681, 2.2563], [3.6253, 4.5584, 1.6799], [4.9655, 4.8935, 1.8191], [5.3505, 6.0321, 2.5155], [4.3774, 6.8392, 3.0868], [5.9915, 4.0249, 1.2334], [5.6206, 3.0443, 0.6143], [7.1621, 4.3305, 1.4040], [2.2750, 7.1330, 3.4151], [1.6080, 5.1101, 2.1583], [3.3198, 3.6761, 1.1332], [6.3942, 6.2988, 2.6219], [4.6657, 7.7284, 3.6349], [1.4485, 2.9618, -4.2585], [2.2806, 2.4630, -5.2555], [1.8531, 1.4154, -6.0584], [0.5883, 0.8783, -5.8566], [-0.2472, 1.3660, -4.8575], [0.1884, 2.4121, -4.0562], [0.1221, -0.2135, -6.7177], [0.8835, -0.6344, -7.5701], [-1.0080, -0.6375, -6.5308], [1.7837, 3.7839, -3.6361], [3.2629, 2.8943, -5.4077], [2.5081, 1.0340, -6.8311], [-1.2316, 0.9465, -4.6933], [-0.4549, 2.8016, -3.2758]]
}

***

No. 6
{
  "formula": "C3H6NOS3",
  "method": "ωB97M-V/def2-TZVPD",
  "charge": 1,
  "energy_ha": -1442.067599,
  "elements": ["C", "C", "C", "N", "O", "S", "S", "S", "H", "H", "H", "H", "H", "H"],
  "coordinates": [[1.8734, -0.9636, 0.4006], [-0.1162, 0.5248, -1.2510], [-1.1158, 1.2951, -0.6313], [1.2376, 0.2388, 0.5771], [0.5588, 0.0587, -2.0129], [2.9968, -1.0784, -0.7957], [1.9873, 1.7340, -0.0554], [0.2746, 0.6077, 1.9714], [1.6448, -1.8729, 0.9696], [-0.5703, 2.3726, -0.6541], [-1.3140, 0.8109, 0.3535], [-2.0843, 1.3846, -1.1870], [3.0835, 1.8721, 0.5785], [1.0833, 0.3166, 2.9447]]
}

***

No. 7
{
  "formula": "C11H7ClNO4S2TeTi",
  "method": "ωB97M-V/def2-TZVPD",
  "charge": -1,
  "energy_ha": -3153.257818,
  "elements": ["Ti", "Cl", "C", "C", "C", "C", "O", "C", "C", "O", "C", "H", "H", "H", "H", "Te", "C", "C", "C", "C", "S", "H", "H", "H", "S", "O", "N", "O"],
  "coordinates": [[0.1182, -0.0375, 0.7288], [-4.4421, 5.1706, 2.1176], [-3.1352, 4.1420, 1.5476], [-2.0765, 4.7108, 0.8651], [-1.0502, 3.8977, 0.4122], [-1.0759, 2.5207, 0.6314], [-0.0700, 1.7699, 0.1613], [-2.1541, 1.9538, 1.3415], [-2.2317, 0.4648, 1.6343], [-1.7751, -0.2643, 0.5550], [-3.1778, 2.7796, 1.7827], [-2.0552, 5.7780, 0.6895], [-0.2083, 4.3099, -0.1283], [-3.2594, 0.2012, 1.9033], [-4.0164, 2.3556, 2.3221], [-0.7391, -3.1506, -0.0459], [0.2819, -4.9173, -0.4626], [1.1635, -5.6133, 0.3214], [1.6413, -6.7972, -0.3010], [1.1054, -6.9843, -1.5445], [0.1090, -5.6760, -1.9827], [1.4461, -5.2875, 1.3125], [2.3298, -7.4919, 0.1605], [1.2798, -7.8099, -2.2174], [1.1380, -1.6960, -0.6088], [-1.4505, 0.1499, 2.8328], [-0.2565, -0.6222, 2.5361], [0.8255, 0.2803, 2.3841]]
}

***

No. 8
{
  "formula": "C7H12Si",
  "method": "ωB97M-V/def2-TZVPD",
  "charge": 0,
  "energy_ha": -563.318850,
  "smiles": "CC1=C[SiH](C)C=C1C",
  "elements": ["C", "C", "C", "Si", "C", "C", "C", "C", "H", "H", "H", "H", "H", "H", "H", "H", "H", "H", "H", "H"],
  "coordinates": [[1.9126, 1.5809, 0.2420], [0.7361, 0.8292, -0.1840], [-0.6385, 1.5768, -0.3483], [-1.8307, 0.1577, -0.6594], [-2.9509, -0.4345, 0.7213], [-0.4511, -1.1183, -0.6697], [0.7387, -0.6429, -0.3829], [2.0085, -1.4374, -0.1578], [1.8604, 1.7694, 1.3929], [1.9037, 2.6694, -0.2136], [2.8683, 1.0035, 0.1013], [-0.5804, 2.6019, -0.1194], [-2.4043, 0.5193, -2.0148], [-3.9071, -0.0646, 1.0785], [-3.1187, -1.4456, 0.4520], [-2.3845, -0.3945, 1.7201], [-0.6926, -2.1377, -0.8129], [2.9154, -1.0016, -0.6247], [1.9053, -2.4488, -0.3978], [2.1097, -1.5821, 0.8771]]
}